1.
DFT (ωB97M-V/def2-TZVPD) results for 2 unconnected molecules or ions with the total composition CH5NO2P in a non-equilibrium geometry.

HOMO-LUMO gap (alpha / beta): 8.58 / 6.50 eV
Spin multiplicity: 1
Charge: -1

Atoms and positions in Å:
C (-0.431, -1.559, -0.122)
N (1.656, 1.472, -0.022)
O (-2.086, 0.603, -0.512)
O (-0.082, 0.751, 1.198)
P (-1.210, 0.000, 0.554)
H (-0.969, -2.484, -0.054)
H (0.617, -1.613, 0.343)
H (-0.348, -1.337, -1.125)
H (1.102, 1.872, -0.909)
H (1.750, 2.295, 0.648)

---

2.
DFT (ωB97M-V/def2-TZVPD) results for CH5NO2S in the gas phase in a non-equilibrium geometry.

HOMO-LUMO gap: 9.44 eV
Spin multiplicity: 1
Charge: 0

Atoms and positions in Å:
C (1.455, -0.749, -0.180)
N (0.756, 0.601, -0.031)
O (-2.910, 0.563, 0.293)
O (-1.861, -0.359, 0.379)
S (-0.285, 0.526, 1.197)
H (2.272, -0.493, -0.826)
H (1.706, -1.272, 0.710)
H (0.897, -1.533, -0.835)
H (0.588, 1.260, -0.764)
H (-2.617, 1.456, 0.056)

---

3.
DFT (ωB97M-V/def2-TZVPD) results for CH5NO2S in the gas phase in a non-equilibrium geometry.

HOMO-LUMO gap: 11.54 eV
Spin multiplicity: 1
Charge: 0

Atoms and positions in Å:
C (1.238, -0.247, -0.257)
N (0.061, 0.543, -0.520)
O (-2.339, 0.939, 0.058)
O (-1.484, -1.384, -0.089)
S (-1.294, -0.012, 0.231)
H (0.942, -1.288, -0.374)
H (2.013, -0.010, -0.983)
H (1.631, -0.098, 0.755)
H (0.168, 1.539, -0.414)
H (-0.935, 0.018, 1.592)

---

4.
DFT (ωB97M-V/def2-TZVPD) results for 2 unconnected molecules or ions with the total composition CH5NO2S in a non-equilibrium geometry.

HOMO-LUMO gap (alpha / beta): 8.96 / 7.79 eV
Spin multiplicity: 1
Charge: 0

Atoms and positions in Å:
C (1.974, 0.371, 0.185)
N (-1.700, 0.533, -0.644)
O (-0.947, -1.548, 0.655)
O (-2.496, 0.852, 0.411)
S (-0.459, -0.549, -0.284)
H (2.522, -0.298, -0.447)
H (1.754, 1.318, -0.258)
H (2.450, 0.224, 1.096)
H (-2.326, 0.042, 1.044)
H (-0.770, -0.946, -1.757)

---

5.
DFT (ωB97M-V/def2-TZVPD) results for 2 unconnected molecules or ions with the total composition CH5NO2Si in a non-equilibrium geometry.

HOMO-LUMO gap: 10.04 eV
Spin multiplicity: 1
Charge: 0

Atoms and positions in Å:
C (0.733, 0.246, 0.792)
N (1.457, 1.482, 0.736)
O (2.429, 1.539, 1.454)
O (1.084, 2.417, 0.035)
Si (0.046, -0.384, -0.808)
H (1.010, -0.478, 1.497)
H (-0.733, 0.751, 1.422)
H (0.635, -1.829, -0.932)
H (-1.281, -0.656, -0.949)
H (0.512, 0.754, -1.626)

---

6.
DFT (ωB97M-V/def2-TZVPD) results for a molecular structure, CH5NO2Si in a non-equilibrium geometry.

HOMO-LUMO gap: 7.94 eV
Spin multiplicity: 1
Charge: 0

Atoms and positions in Å:
C (1.109, 0.708, 0.580)
N (-2.629, -0.358, 0.312)
O (-2.936, 0.176, -0.656)
O (-0.981, -1.036, 0.227)
Si (0.224, -0.511, -0.618)
H (1.029, 0.162, 1.618)
H (2.165, 0.846, 0.331)
H (0.551, 1.677, 0.518)
H (1.181, -1.725, -0.291)
H (0.285, 0.061, -2.021)

---

7.
DFT (ωB97M-V/def2-TZVPD) results for a molecular structure, CH5NO3S in a non-equilibrium geometry.

HOMO-LUMO gap (alpha / beta): 10.07 / 10.07 eV
Spin multiplicity: 1
Charge: 0

Atoms and positions in Å:
C (0.869, 1.281, 0.200)
N (0.254, -1.716, -0.596)
O (-0.975, -0.166, 1.670)
O (-2.389, -0.388, -0.320)
O (-0.363, 1.146, -0.343)
S (-1.114, -0.138, 0.253)
H (0.929, 2.302, 0.551)
H (1.755, 1.102, -0.482)
H (1.186, 0.650, 0.954)
H (0.159, -1.452, -1.533)
H (-0.311, -2.621, -0.354)

---

8.
DFT (ωB97M-V/def2-TZVPD) results for 2 unconnected molecules or ions with the total composition CH5NO3S in a non-equilibrium geometry.

HOMO-LUMO gap (alpha / beta): 7.25 / 7.61 eV
Spin multiplicity: 3
Expectation value of S²: 2.006
Charge: 0

Atoms and positions in Å:
C (2.108, 0.295, -0.184)
N (1.552, -0.787, 0.068)
O (-2.558, 0.921, 0.674)
O (-1.215, -1.212, 0.397)
O (-1.666, 0.305, -1.511)
S (-2.346, -0.310, -0.383)
H (1.636, 1.142, -0.716)
H (2.817, 0.627, 0.591)
H (1.976, -1.382, 0.762)
H (-1.903, 1.444, 0.329)
H (-0.401, -1.044, -0.028)

---

9.
DFT (ωB97M-V/def2-TZVPD) results for CH5NO3S2 in the gas phase in a non-equilibrium geometry.

HOMO-LUMO gap: 9.47 eV
Spin multiplicity: 1
Charge: 0

Atoms and positions in Å:
C (-1.372, 0.417, 0.108)
N (1.616, -0.113, -1.520)
O (0.981, 1.543, 0.421)
O (0.375, -2.091, -0.618)
O (2.385, -1.442, 0.484)
S (0.162, 0.391, 1.085)
S (1.224, -1.034, -0.202)
H (-2.053, -0.102, 0.796)
H (-1.281, -0.166, -0.836)
H (-1.744, 1.364, -0.243)
H (0.770, 0.023, -1.987)
H (1.706, 0.775, -1.103)

---

10.
DFT (ωB97M-V/def2-TZVPD) results for 2 unconnected molecules or ions with the total composition CH5NO4S in a non-equilibrium geometry.

HOMO-LUMO gap (alpha / beta): 6.97 / 7.31 eV
Spin multiplicity: 3
Expectation value of S²: 2.007
Charge: 0

Atoms and positions in Å:
C (0.243, 0.869, 0.300)
N (0.761, 1.996, 0.191)
O (1.088, -1.008, -1.373)
O (2.828, 0.471, -0.122)
O (1.705, -1.341, 0.985)
O (-1.065, -1.866, 0.229)
S (1.492, -0.438, -0.108)
H (-0.726, 0.642, 0.611)
H (2.734, 1.084, -0.903)
H (-1.452, -2.426, 0.865)
H (-0.041, 2.764, 0.402)
H (-0.320, -2.332, -0.139)

---

11.
DFT (ωB97M-V/def2-TZVPD) results for 2 unconnected molecules or ions with the total composition CH5NOP in a non-equilibrium geometry.

HOMO-LUMO gap (alpha / beta): 7.14 / 7.09 eV
Spin multiplicity: 1
Charge: -1

Atoms and positions in Å:
C (1.312, 0.432, -0.166)
N (0.537, 1.528, -0.241)
O (-3.060, -0.327, -0.155)
P (-1.568, -0.063, -0.013)
H (2.299, 0.403, 0.288)
H (0.713, -0.411, 0.429)
H (1.425, -0.208, -1.144)
H (-0.631, -1.142, -0.507)
H (-1.027, -0.212, 1.507)

---

12.
DFT (ωB97M-V/def2-TZVPD) results for 2 unconnected molecules or ions with the total composition CH5NOS in a non-equilibrium geometry.

HOMO-LUMO gap (alpha / beta): 9.40 / 4.66 eV
Spin multiplicity: 2
Expectation value of S²: 0.756
Charge: +1

Atoms and positions in Å:
S (-0.140, 2.036, 1.175)
H (-1.441, 2.251, 0.992)
H (-0.507, 1.081, 2.055)
C (0.878, -1.174, -0.634)
N (-0.268, -0.559, -0.776)
O (1.534, -1.712, -1.545)
H (1.480, -1.052, 0.289)
H (-0.855, -0.782, -1.587)
H (-0.681, -0.088, 0.031)

---

13.
DFT (ωB97M-V/def2-TZVPD) results for 2 unconnected molecules or ions with the total composition CH5NOS2 in a non-equilibrium geometry.

HOMO-LUMO gap: 9.89 eV
Spin multiplicity: 1
Charge: 0

Atoms and positions in Å:
S (-0.096, -0.132, -1.794)
S (1.602, -1.039, -1.128)
H (0.470, 0.925, -2.444)
H (1.849, -0.521, 0.095)
C (-0.703, 0.905, 1.863)
N (-1.142, 0.211, 2.983)
O (-1.498, 1.276, 1.038)
H (0.388, 0.978, 1.822)
H (-2.143, 0.081, 2.896)
H (-0.598, 0.216, 3.826)

---

14.
DFT (ωB97M-V/def2-TZVPD) results for 2 unconnected molecules or ions with the total composition CH5NOS2 in a non-equilibrium geometry.

HOMO-LUMO gap (alpha / beta): 7.26 / 4.60 eV
Spin multiplicity: 2
Expectation value of S²: 0.755
Charge: +1

Atoms and positions in Å:
S (-1.276, -1.018, -1.425)
S (-0.603, 1.097, -1.378)
H (-2.498, -0.485, -1.637)
H (-0.036, 0.733, -0.100)
C (1.402, -0.109, 2.370)
N (1.918, -0.726, 1.254)
O (0.550, 0.802, 2.345)
H (2.219, -0.394, 3.102)
H (1.233, -1.114, 0.633)
H (2.901, -0.688, 1.093)

---

15.
DFT (ωB97M-V/def2-TZVPD) results for CH5NSi2 in the gas phase in a non-equilibrium geometry.

HOMO-LUMO gap: 10.92 eV
Spin multiplicity: 1
Charge: 0

Atoms and positions in Å:
C (-2.264, -1.184, 0.694)
N (-2.795, -2.210, 0.449)
Si (0.494, -0.549, -0.503)
Si (-1.224, 0.383, 0.788)
H (0.831, -1.975, -0.381)
H (0.139, -0.515, -2.061)
H (1.835, 0.067, -0.667)
H (-2.388, 1.461, 0.499)
H (-0.891, 0.620, 2.362)

---

16.
DFT (ωB97M-V/def2-TZVPD) results for 2 unconnected molecules or ions with the total composition CH5O2.

HOMO-LUMO gap: 7.62 eV
Spin multiplicity: 1
Charge: -1

Atoms and positions in Å:
C (0.983, -0.136, -0.191)
O (0.226, 0.728, -0.899)
H (1.377, 0.285, 0.766)
H (0.478, -1.099, 0.106)
H (1.869, -0.514, -0.736)
H (-1.694, -0.362, 0.794)
H (-1.209, 0.662, -0.216)
O (-2.030, 0.435, 0.375)

---

17.
DFT (ωB97M-V/def2-TZVPD) results for 2 unconnected molecules or ions with the total composition CH5O2.

HOMO-LUMO gap: 7.89 eV
Spin multiplicity: 1
Charge: -1

Atoms and positions in Å:
C (0.899, 0.080, 0.573)
O (-0.069, -0.905, 0.473)
H (1.877, -0.356, 0.773)
H (0.960, 0.653, -0.368)
H (0.712, 0.787, 1.401)
H (-2.284, 0.130, -1.124)
H (-0.718, -0.565, -0.275)
O (-1.376, 0.176, -1.452)

---

18.
DFT (ωB97M-V/def2-TZVPD) results for a molecular structure, CH5O3 in a non-equilibrium geometry.

HOMO-LUMO gap: 13.42 eV
Spin multiplicity: 1
Charge: +1

Atoms and positions in Å:
O (0.864, -1.579, -1.132)
H (0.366, -1.765, -1.954)
H (1.708, -1.150, -1.287)
H (0.246, -0.652, -0.848)
O (-0.175, 0.422, -0.291)
C (-0.604, 0.691, 0.831)
O (-0.418, 1.931, 1.193)
H (-1.150, -0.030, 1.447)
H (-0.838, 2.130, 2.042)

---

19.
DFT (ωB97M-V/def2-TZVPD) results for a molecular structure, CH5O5Rb in a non-equilibrium geometry.

HOMO-LUMO gap: 7.08 eV
Spin multiplicity: 1
Charge: 0

Atoms and positions in Å:
Rb (0.142, 0.853, 2.133)
O (-2.323, 0.500, -0.757)
C (-1.957, -0.805, -0.530)
O (-0.850, -0.991, 0.062)
O (-2.741, -1.691, -0.928)
H (-3.003, 0.429, -1.442)
O (2.787, -0.013, 1.429)
H (3.123, -0.002, 2.332)
H (2.853, -0.937, 1.151)
O (0.816, 1.167, -0.919)
H (1.067, 0.945, -1.820)
H (0.086, 0.545, -0.711)

---

20.
DFT (ωB97M-V/def2-TZVPD) results for 2 unconnected molecules or ions with the total composition CH5OPS in a non-equilibrium geometry.

HOMO-LUMO gap (alpha / beta): 7.49 / 6.98 eV
Spin multiplicity: 1
Charge: 0

Atoms and positions in Å:
C (1.876, -0.043, 0.384)
O (-1.552, -0.603, 0.545)
P (-2.576, 0.214, -0.154)
S (0.696, -1.167, -0.353)
H (2.853, -0.458, 0.143)
H (1.745, -0.016, 1.463)
H (1.776, 0.951, -0.047)
H (-2.008, 1.449, -0.546)
H (-2.810, -0.327, -1.434)